Entry 1:
86
Properties=species:S:1:pos:R:3:forces:R:3 method="wB97M-V/def2-TZVPD" lumo_energy_ev="-1.86 / -4.90" de_lowest_kcal_mol=0.00 charge=+1 e_tot_ev=-107572.930 spin_multiplicity=5
Co -0.281 0.807 -0.057 3.1 3.4 2.6
C 0.896 2.865 -0.558 -2.8 0.2 -1.4
C -0.560 2.776 -0.672 2.5 1.0 -0.1
C -0.017 3.447 1.488 -0.9 0.0 -0.7
C 1.191 3.329 0.745 -0.2 0.6 1.1
C -1.102 3.178 0.634 1.6 0.7 0.6
C 1.870 2.788 -1.666 0.5 -0.5 -0.2
H 1.430 2.345 -2.563 0.1 0.1 0.1
H 2.716 2.167 -1.335 -0.1 0.2 -0.2
H 2.264 3.777 -1.946 -0.2 -0.2 0.2
C 2.488 3.914 1.150 0.5 -0.2 0.4
H 3.327 3.292 0.802 -0.2 0.2 0.0
H 2.562 4.013 2.242 -0.1 0.0 -0.3
H 2.616 4.923 0.718 -0.1 -0.3 0.1
C -0.115 4.030 2.846 0.0 0.1 0.6
H 0.050 5.120 2.804 -0.1 -0.3 0.1
H 0.619 3.588 3.534 -0.2 0.2 -0.2
H -1.106 3.849 3.280 0.2 0.1 -0.1
C -2.510 3.555 0.887 -0.6 -0.1 0.0
H -2.636 4.651 0.913 0.1 -0.3 0.0
H -2.868 3.169 1.849 0.0 0.2 -0.2
H -3.169 3.176 0.099 0.1 0.1 0.2
C -1.311 2.878 -1.949 -0.2 0.0 -0.2
H -1.537 3.928 -2.185 0.0 -0.2 0.0
H -2.259 2.333 -1.874 0.0 0.1 -0.3
H -0.711 2.475 -2.767 -0.3 0.1 0.0
C 0.072 -3.805 -2.686 0.9 0.1 -1.4
C -0.035 -3.125 -3.846 0.9 -1.2 0.3
C -1.130 -3.353 -4.848 -0.6 0.1 -0.2
C -2.554 -3.585 -4.235 0.8 -0.1 -0.8
C -2.822 -2.849 -2.962 -0.7 -0.6 1.1
C -2.677 -3.405 -1.735 -1.5 -0.2 -1.4
C -1.991 -4.722 -1.480 0.2 -0.2 0.0
C -0.755 -5.008 -2.383 -0.7 -0.2 0.5
H -0.878 -4.222 -5.478 0.0 0.2 0.1
H -2.708 -4.663 -4.098 -0.1 0.4 0.0
H -1.194 -2.493 -5.533 0.2 -0.2 0.2
H -1.082 -5.476 -3.318 0.2 0.1 0.2
H 0.936 -3.665 -2.031 -0.2 0.2 -0.3
H 0.810 -2.533 -4.225 -0.4 0.1 0.5
H -0.116 -5.733 -1.861 -0.2 0.1 -0.2
H -1.659 -4.766 -0.434 -0.2 0.1 -0.1
H -3.290 -3.036 -0.901 0.6 0.3 -0.2
H -2.707 -5.544 -1.610 0.0 0.1 0.1
H -3.282 -3.248 -4.989 0.2 -0.2 0.3
H -3.344 -1.896 -3.099 0.1 -0.2 0.4
P 0.448 -0.795 -1.163 -0.7 -1.0 0.2
P -1.930 0.053 1.019 -1.3 -1.4 0.9
C -0.562 -2.067 -0.279 0.0 -0.7 -0.5
C -1.374 -1.711 0.984 -0.3 0.2 0.3
H 0.126 -2.893 -0.042 -0.3 0.2 -0.1
H -1.260 -2.416 -1.065 0.6 0.2 0.6
H -2.287 -2.324 1.048 0.3 -0.1 -0.1
H -0.794 -1.900 1.903 -0.2 0.3 -0.4
C -2.506 0.399 2.684 -0.4 0.0 0.6
H -2.545 1.481 2.840 0.0 -0.2 0.0
H -1.827 -0.011 3.439 -0.1 0.1 -0.3
H -3.509 -0.015 2.839 0.2 0.0 -0.1
C -3.386 0.177 -0.054 -0.4 -0.2 0.0
H -4.023 -0.702 0.064 -0.1 0.1 0.0
H -3.099 0.268 -1.104 0.0 -0.1 0.1
H -3.950 1.071 0.222 0.0 -0.1 0.0
C 2.133 -1.314 -1.249 0.8 -0.1 -0.4
H 2.775 -0.439 -1.069 -0.1 -0.3 -0.2
H 2.315 -1.775 -2.229 0.3 0.0 0.3
H 2.323 -2.016 -0.425 -0.1 0.1 -0.3
C -0.308 -0.287 -2.719 0.1 -0.7 -0.9
H -1.297 0.163 -2.585 0.2 -0.1 0.2
H -0.414 -1.164 -3.354 -0.2 0.4 -0.2
H 0.346 0.449 -3.200 -0.1 -0.1 0.1
O 3.436 0.930 0.463 -0.8 -0.4 1.6
C 2.878 0.683 1.559 -0.3 0.2 -1.5
N 1.528 0.490 1.715 -0.8 0.0 -0.7
S 1.078 0.178 3.271 1.1 0.9 -0.4
O 0.242 1.239 3.811 0.2 -0.8 -0.5
O 0.628 -1.182 3.437 -0.3 0.1 -0.1
C 2.709 0.365 3.887 0.4 -0.4 1.4
C 3.113 0.298 5.223 0.4 0.2 -0.7
C 4.472 0.523 5.495 -0.7 -0.1 -0.1
C 5.364 0.815 4.457 0.2 0.0 -0.1
C 4.936 0.872 3.131 -0.8 -0.2 0.0
C 3.582 0.604 2.858 1.1 0.6 0.4
H 2.375 0.088 5.984 0.1 0.0 0.2
H 4.820 0.481 6.528 0.0 0.0 -0.3
H 6.416 0.997 4.702 -0.4 0.0 -0.1
H 5.587 1.136 2.306 0.1 -0.1 0.1

Entry 2:
94
Properties=species:S:1:pos:R:3:forces:R:3 method="wB97M-V/def2-TZVPD" lumo_energy_ev=0.42 smiles="CCOS(C)(=O)=O.CCOS(C)(=O)=O.CCOS(C)(=O)=O.Fc1ccccc1.Fc1ccccc1.Fc1ccccc1.C1CCOC1" e_tot_ev=-94036.133
C 0.116 4.327 0.608 -1.7 0.3 -0.3
C 0.934 5.219 -0.260 -0.9 2.0 -2.2
C 2.276 5.078 0.281 2.4 4.1 -1.3
O 2.349 3.886 0.821 2.1 -4.6 0.8
C 1.162 3.655 1.454 -1.6 -0.9 2.2
H -0.455 3.673 -0.050 0.0 -0.4 0.5
H -0.605 4.928 1.163 0.0 -0.3 0.3
H 0.629 6.264 -0.303 -0.2 0.1 0.4
H 0.935 4.979 -1.324 -0.1 -0.7 0.0
H 2.519 5.872 0.988 -0.3 0.3 0.8
H 3.074 5.244 -0.444 0.0 -0.5 -0.4
H 1.249 4.015 2.479 -0.3 1.0 0.2
H 0.918 2.625 1.718 0.5 -0.6 -1.0
O -7.833 -1.518 0.418 1.7 0.6 -0.2
S -6.385 -1.432 0.536 0.2 -2.4 1.2
O -5.518 -1.641 -0.637 -1.5 1.8 2.2
O -6.006 -0.153 1.520 0.0 -0.4 -1.9
C -6.744 0.121 2.724 -0.4 0.9 0.8
C -6.356 1.537 3.194 0.0 -1.0 -0.8
C -5.808 -2.685 1.745 -0.3 0.8 0.3
H -6.533 -0.590 3.524 0.4 -0.3 -0.2
H -7.829 0.122 2.621 0.0 -0.3 -0.7
H -6.840 1.699 4.157 0.2 0.2 0.0
H -6.724 2.243 2.449 0.1 0.2 0.2
H -5.270 1.607 3.252 -0.1 0.2 0.2
H -4.969 -2.251 2.288 0.5 -0.1 -0.6
H -5.570 -3.646 1.290 -0.2 0.2 0.0
H -6.539 -2.741 2.552 -0.5 -0.4 -0.4
O 5.013 0.556 -4.629 -0.7 -0.9 0.4
S 3.836 -0.266 -4.710 -1.0 -0.9 -1.5
O 3.579 -1.024 -5.966 0.4 1.5 3.1
O 3.778 -1.288 -3.375 1.1 1.5 -2.0
C 2.834 -2.316 -3.430 -2.2 -1.9 0.5
C 1.917 -2.236 -2.251 -0.9 1.0 2.0
C 2.410 0.781 -4.280 0.9 0.1 0.4
H 3.219 -3.335 -3.403 1.1 0.2 -0.3
H 2.146 -2.343 -4.276 0.6 0.7 -0.6
H 1.035 -2.875 -2.209 0.2 -0.2 -0.8
H 1.504 -1.235 -2.124 0.0 0.3 -0.3
H 2.345 -2.417 -1.266 0.7 -0.1 -0.1
H 1.528 0.160 -4.117 0.0 0.2 -0.4
H 2.334 1.624 -4.966 -0.3 -0.6 -0.6
H 2.678 1.295 -3.357 0.1 -0.5 0.3
O 6.180 -0.103 2.555 -1.9 0.6 0.2
S 4.771 0.078 2.892 0.0 -1.6 0.8
O 3.748 -0.757 2.207 2.2 2.4 1.8
O 4.634 -0.254 4.534 -2.7 0.4 -4.3
C 5.651 0.073 5.435 -1.2 -0.8 1.0
C 4.867 0.208 6.764 1.4 -0.5 0.6
C 4.294 1.871 3.017 -0.2 -0.9 -0.5
H 6.160 1.000 5.169 0.5 -0.4 -0.1
H 6.127 -0.905 5.365 1.7 0.8 0.9
H 4.780 1.221 7.159 -0.2 0.0 -0.3
H 5.458 -0.341 7.497 0.0 0.1 0.3
H 3.910 -0.314 6.745 0.0 0.3 -0.3
H 4.328 2.142 4.072 0.1 -0.1 -0.2
H 3.267 1.923 2.658 0.1 0.0 0.0
H 4.927 2.526 2.417 0.1 -0.4 0.0
F 0.235 -6.556 2.079 -0.2 -0.1 -0.4
C 0.051 -6.114 0.805 -0.2 0.2 1.1
C 1.138 -5.698 0.112 0.8 -0.4 -2.4
C 0.944 -5.264 -1.230 -0.3 -0.4 0.4
C -0.334 -5.126 -1.773 -0.9 -0.4 0.7
C -1.432 -5.487 -0.991 0.8 -0.7 1.4
C -1.209 -6.013 0.294 -1.5 0.6 -0.7
H 2.107 -5.989 0.488 0.2 0.5 0.0
H 1.774 -5.116 -1.905 0.3 0.2 0.3
H -0.608 -4.810 -2.769 0.8 0.2 -0.2
H -2.469 -5.433 -1.287 0.1 0.2 -0.5
H -2.082 -6.244 0.887 0.1 -0.3 0.2
F -1.367 1.288 -0.286 -1.1 1.7 -0.6
C -1.150 0.081 0.162 0.9 -3.1 1.0
C -2.210 -0.914 0.265 2.0 3.0 -1.6
C -1.847 -2.190 0.573 0.0 -0.3 0.9
C -0.583 -2.451 1.083 1.8 0.7 -1.7
C 0.461 -1.483 0.919 -0.9 -0.4 0.8
C 0.225 -0.190 0.444 -2.8 -0.9 0.3
H -3.169 -0.690 -0.178 -0.2 0.2 0.2
H -2.617 -2.930 0.410 0.1 -0.4 0.4
H -0.239 -3.460 1.259 -0.3 -0.1 0.4
H 1.454 -1.765 1.236 0.2 0.0 -0.1
H 0.935 0.618 0.349 0.3 -0.2 -0.1
F -3.410 1.619 -2.961 1.4 0.6 -0.4
C -2.502 2.349 -3.703 -0.6 0.3 -0.9
C -1.427 3.027 -3.151 -1.1 0.2 0.4
C -0.746 3.950 -3.950 -0.3 -0.4 -0.4
C -0.937 3.968 -5.339 -0.1 0.5 1.0
C -1.975 3.230 -5.879 0.1 -0.3 -0.5
C -2.799 2.493 -5.069 -0.1 -1.4 1.7
H -1.310 2.975 -2.079 0.2 0.1 0.1
H -0.196 4.725 -3.438 0.7 -0.2 -0.2
H -0.369 4.648 -5.957 0.1 0.0 0.0
H -2.144 3.200 -6.946 0.0 0.2 -0.1
H -3.629 1.868 -5.363 -0.1 0.3 -0.6

Entry 3:
90
Properties=species:S:1:pos:R:3:forces:R:3 method="wB97M-V/def2-TZVPD" lumo_energy_ev="2.17 / 2.13" de_lowest_kcal_mol=176.44 charge=-1 e_tot_ev=-109824.641 spin_multiplicity=6
C -2.172 -0.706 -5.088 0.4 0.1 0.0
C -1.361 -1.767 -4.383 -0.4 -1.6 0.9
H -1.728 -0.448 -6.056 0.0 0.1 0.1
H -2.229 0.201 -4.476 0.1 -0.2 -0.1
H -3.189 -1.067 -5.290 0.1 0.0 0.1
C -0.912 -2.880 -4.986 -0.3 0.2 0.2
C -0.787 -3.004 -6.470 -0.1 -0.3 -0.4
H -0.619 -3.753 -4.396 0.3 0.5 0.0
H -0.179 -2.194 -6.908 -0.2 -0.1 0.1
H -1.759 -3.007 -6.987 0.2 0.0 0.0
H -0.281 -3.944 -6.706 -0.1 0.0 -0.2
Mn 0.883 1.373 0.830 -2.2 -1.1 0.4
Cl -2.599 1.100 -0.788 -1.3 -0.3 -1.4
C 0.157 -1.512 1.615 0.7 0.9 0.1
O 0.926 -0.597 1.232 -0.6 -2.0 0.2
N 0.621 -2.537 2.340 0.2 0.2 0.1
C 2.069 -2.659 2.491 -0.3 0.0 0.0
C -0.280 -3.309 3.194 -0.5 -0.1 -0.2
H -0.924 -1.503 1.409 0.3 0.2 0.2
H 2.497 -1.666 2.318 0.1 -0.3 0.2
H 2.463 -3.352 1.730 0.0 0.1 0.3
H 2.291 -3.027 3.501 0.1 0.1 -0.3
H -0.999 -2.621 3.676 0.3 -0.4 -0.1
H 0.315 -3.829 3.963 -0.3 0.3 -0.4
H -0.850 -4.047 2.603 0.3 0.2 0.3
H 2.126 3.245 5.171 0.0 0.1 -0.2
H -0.700 3.731 5.587 0.1 0.2 -0.3
C 2.001 3.977 4.359 -0.4 -0.1 0.1
C -0.398 4.512 4.871 -0.2 -0.2 0.1
N 0.599 4.020 3.936 0.4 0.4 0.6
H 2.605 3.691 3.495 -0.1 0.1 0.3
C 0.220 3.459 2.802 0.7 -1.2 -0.9
O 1.070 2.916 2.032 -0.5 1.5 1.1
H -1.276 4.829 4.292 0.2 0.0 0.4
H -0.855 3.463 2.587 0.2 -0.1 -0.1
H 2.295 4.961 4.745 0.0 -0.1 -0.2
H 0.016 5.350 5.444 -0.2 -0.1 -0.3
H 1.903 0.183 -3.480 0.2 -0.1 0.0
H 3.095 -2.843 -3.264 0.3 0.2 0.0
C 2.992 0.125 -3.325 -0.3 0.2 -0.1
C 3.871 -2.165 -2.872 -0.5 0.0 0.3
N 3.285 -0.927 -2.359 0.3 0.1 0.6
H 3.372 1.086 -2.956 0.0 -0.2 -0.1
C 3.120 -0.714 -1.027 0.1 1.0 -0.3
O 2.880 0.393 -0.509 0.6 -1.5 -0.5
H 4.407 -2.677 -2.061 -0.1 0.1 -0.3
H 3.255 -1.643 -0.437 0.0 0.3 0.0
H 3.477 -0.150 -4.269 -0.1 0.2 0.2
H 4.563 -1.923 -3.691 -0.1 -0.1 0.4
O -0.041 -0.509 -3.324 1.9 -0.3 0.8
C -0.961 -1.418 -2.939 -1.5 0.9 -0.3
C 0.511 -3.159 -1.661 0.0 -0.2 0.2
C -0.728 -2.555 -1.851 -0.1 0.6 -1.2
H 1.364 -2.754 -2.200 -0.2 -0.1 0.0
C 0.660 -4.252 -0.798 -0.1 0.0 0.0
H -1.801 -0.831 -2.523 -0.4 -0.5 0.4
C -1.806 -3.006 -1.075 -0.1 -0.2 0.2
H 1.632 -4.741 -0.694 -0.2 0.1 0.0
C -0.435 -4.742 -0.080 0.0 0.1 0.0
C -1.665 -4.082 -0.191 0.2 0.0 -0.1
H -2.788 -2.526 -1.158 0.4 0.0 -0.1
H -0.334 -5.629 0.563 0.0 0.5 -0.3
H -2.514 -4.425 0.414 0.3 0.2 -0.3
Si 0.361 3.720 -1.559 0.4 -1.9 0.8
Cl 0.450 1.465 -1.400 0.0 2.5 -1.6
C 1.889 4.426 -0.698 0.3 0.1 -0.2
C -1.154 4.389 -0.709 -0.4 0.3 -0.2
C 0.366 3.752 -3.407 0.0 0.3 -0.2
H 2.051 4.043 0.322 -0.2 0.0 -0.5
H 1.812 5.523 -0.603 -0.1 -0.3 -0.2
H 2.793 4.207 -1.286 -0.2 0.0 0.1
H 1.222 3.178 -3.781 -0.2 0.1 0.1
H 0.415 4.762 -3.815 0.0 0.1 -0.1
H -0.552 3.269 -3.764 0.2 0.0 0.0
H -1.318 3.985 0.296 0.2 -0.2 -0.2
H -2.050 4.158 -1.296 0.1 0.0 0.1
H -1.088 5.485 -0.614 0.1 -0.2 -0.1
C -1.748 1.080 0.630 1.9 1.5 0.1
C -1.733 0.857 1.851 0.2 -0.6 1.9
C -2.278 0.418 3.098 1.3 0.5 -1.5
C -3.669 0.273 3.243 -1.6 -0.3 0.7
C -4.221 -0.034 4.482 0.3 0.3 -0.7
C -3.388 -0.211 5.596 -0.6 0.0 0.7
C -1.995 -0.148 5.434 1.0 0.1 -0.6
C -1.440 0.155 4.194 0.1 -0.6 1.5
H -4.297 0.388 2.357 0.1 0.0 0.3
H -5.301 -0.133 4.583 0.1 0.0 0.0
H -3.813 -0.370 6.587 0.1 -0.1 -0.2
H -1.333 -0.340 6.285 -0.2 0.0 -0.2
H -0.351 0.189 4.048 -0.4 0.1 0.1